Record 1
Here is a 2-piece molecular cluster, C4H9O2S overall at a distorted geometry from the Open Molecules 2025 dataset. Energies are from wB97M-V/def2-TZVPD.

```
16
Properties=species:S:1:pos:R:3:nbo_charge:R:1
C 0.86 0.16 2.41 -0.660
C -1.99 -0.31 1.36 -0.766
S -0.98 0.00 2.84 0.076
H 1.12 -0.91 2.42 0.228
H 1.09 0.84 1.70 0.229
H 1.24 0.57 3.32 0.199
H -2.05 -1.42 1.15 0.215
H -1.56 0.09 0.34 0.261
H -2.97 0.14 1.54 0.216
C 0.72 1.35 -2.69 -0.754
C 0.82 -0.23 -2.49 0.786
O 1.23 -0.46 -1.35 -0.795
O 0.57 -0.84 -3.54 -0.777
H 0.72 1.84 -1.76 0.180
H -0.33 1.52 -3.22 0.174
H 1.55 1.75 -3.26 0.189
```

As for the max |F|: 5.0 eV/A. For the energy relative to the best compared isomer or geometry (same formula, charge and spin), the calculation gives 38.7 kcal/mol. As for the net charge: -1.

---

Record 2
Here is C19H28N3OP2S3Sc as an isolated structure from the Open Molecules 2025 dataset. Energies are from wB97M-V/def2-TZVPD.

```
57
Properties=species:S:1:pos:R:3:nbo_charge:R:1
Sc 0.00 0.10 -0.27 1.715
O 0.03 -1.81 -0.62 -0.712
N -0.48 -2.52 -1.63 0.011
C 0.01 -3.75 -1.88 0.041
C -0.50 -4.51 -2.89 -0.239
C -1.55 -3.98 -3.67 -0.115
C -2.03 -2.72 -3.40 -0.222
C -1.48 -1.96 -2.36 0.056
S -1.97 -0.38 -1.95 -0.259
H 0.80 -4.08 -1.23 0.238
H -0.10 -5.49 -3.08 0.258
H -1.97 -4.57 -4.47 0.253
H -2.82 -2.28 -3.98 0.257
C -3.45 1.36 1.15 -0.921
P -1.68 1.79 1.18 0.734
C -1.70 3.61 1.06 -0.921
C -1.27 1.55 2.97 -0.695
C -1.10 0.07 3.31 -0.695
P 0.30 -0.73 2.41 0.753
C 1.74 -0.22 3.43 -0.923
C 0.06 -2.47 2.93 -0.917
H -3.99 1.94 1.89 0.253
H -3.58 0.30 1.35 0.253
H -3.87 1.56 0.16 0.259
H -2.16 4.04 1.95 0.259
H -2.29 3.91 0.19 0.252
H -0.69 4.00 0.96 0.251
H -2.08 1.99 3.56 0.257
H -0.36 2.11 3.20 0.241
H -2.01 -0.48 3.06 0.243
H -0.93 -0.05 4.38 0.255
H 1.48 -0.29 4.48 0.255
H 2.04 0.80 3.19 0.248
H 2.58 -0.89 3.23 0.249
H -0.20 -2.49 3.98 0.256
H 0.97 -3.04 2.77 0.250
H -0.74 -2.92 2.34 0.256
C 3.03 -2.05 0.57 -0.670
C 3.25 -0.78 -0.17 0.104
N 2.31 0.05 -0.57 -0.594
C 2.83 1.11 -1.30 0.087
C 4.18 1.09 -1.41 -0.394
S 4.82 -0.29 -0.64 0.570
C 1.91 2.06 -1.90 0.094
C 2.22 3.10 -2.70 -0.398
S 0.80 3.89 -3.23 0.573
C -0.16 2.78 -2.35 0.107
N 0.55 1.87 -1.70 -0.601
C -1.64 2.88 -2.38 -0.654
H 1.99 -2.16 0.83 0.242
H 3.66 -2.10 1.46 0.253
H 3.32 -2.89 -0.07 0.260
H 4.82 1.79 -1.92 0.270
H 3.19 3.46 -3.01 0.269
H -1.95 3.92 -2.51 0.254
H -2.08 2.48 -1.47 0.223
H -2.04 2.30 -3.21 0.273
```

As for the max |F|: 0.9 eV/A. As for the net charge: +2.

---

no.,HOMO-LUMO gap (eV),total energy (eV),HOMO level (eV)
1,6.71,-19224.473,-3.640
2,8.08,-98450.097,-13.861